Entry from OMol25: a 11-piece molecular cluster, C15H42Cl4F9N5O9S overall at a distorted geometry (wB97M-V/def2-TZVPD).

The geometry in ORCA input format:
```
! RIJCOSX wB97M-V def2-TZVPD def2/J DEFGRID3
* xyz 1 2
C 1.35 -0.90 0.68
N 0.71 1.86 3.07
H 1.97 3.18 0.23
H 0.70 2.64 2.43
H -0.83 -0.49 0.65
N 4.32 0.54 1.88
H 1.20 -1.96 0.92
O 1.82 -0.32 1.89
H 1.74 1.62 -0.30
H 0.73 -0.15 -3.74
O -1.85 0.95 3.52
H 0.58 0.56 -2.20
F -3.36 2.21 1.53
C 3.05 -3.56 3.36
H -2.32 -0.71 5.46
F -5.01 0.95 2.06
C 0.04 -0.36 0.01
H 2.79 -3.67 2.30
N 2.35 2.42 -0.32
C -2.95 -1.23 4.74
H 3.25 2.21 0.09
F -3.56 -2.42 -6.80
S 5.07 0.17 -1.88
H -2.64 -2.84 3.45
H -3.52 0.25 -0.42
H 2.55 2.64 -1.29
H -0.49 4.42 -0.82
F -1.65 -2.01 -5.92
H -3.60 -1.73 5.45
H -2.10 3.12 -3.49
O -4.72 -0.48 -5.11
N -0.63 3.69 -0.14
C -3.83 -0.50 -1.15
H -0.22 -1.12 -0.73
Cl -4.52 -2.02 1.17
C -3.51 -0.66 -5.25
C -4.01 1.69 2.58
C -3.05 0.75 3.41
H -1.08 2.43 -4.70
H -0.01 3.86 0.63
O 3.72 -0.14 -2.33
H 2.13 -1.01 -0.08
O 5.33 1.66 -1.91
H -0.62 2.76 -0.54
H 1.13 1.02 2.69
F 6.60 0.27 -4.02
H 3.36 0.21 1.93
O -3.64 -0.31 3.91
C -3.64 -1.87 -0.40
C 6.42 -0.62 -3.05
C -1.99 -2.13 3.97
H -1.15 1.58 -3.22
F -3.16 -2.78 -4.62
F -4.46 2.69 3.31
H -3.70 1.28 -3.69
C 1.73 -3.47 4.22
Cl 4.22 -4.85 3.73
Cl -5.56 -0.41 -1.52
H -0.21 1.56 3.35
C -2.93 1.45 -4.44
H 4.37 1.55 1.86
H -3.33 2.05 -5.25
F 5.98 -1.83 -3.55
H 4.86 0.29 2.69
H -1.54 3.79 0.29
H 1.24 2.10 3.89
H 2.06 0.17 -2.84
H 4.77 0.26 1.02
H -3.91 -2.74 -1.00
H -3.25 -0.42 -2.07
O 5.30 -0.43 -0.56
H 1.06 -4.31 4.01
H 3.48 -2.56 3.38
Cl 2.18 -3.26 5.90
H -1.53 -2.81 4.69
O -0.09 1.00 -0.51
C -1.76 2.16 -3.90
O -2.59 0.25 -5.09
C -2.96 -2.02 -5.67
H -1.24 -1.67 3.33
H -2.57 -1.91 -0.21
N 1.12 0.48 -3.05
F 7.56 -0.85 -2.37
H 1.21 -2.56 3.94
H 1.23 1.39 -3.46
*
```

As for the frontier orbital gap (spin up / spin down): 4.95 / 7.88 eV. Its expectation value of S² is 0.75. The HOMO energy (spin up / spin down) comes out at -7.69 / -11.22 eV. The calculation puts the calculated total energy at -4685.0478 Ha.


Entry from OMol25: C15H42N8O7Zn as an isolated structure at a distorted geometry (wB97M-V/def2-TZVPD).

The geometry in ORCA input format:
```
! RIJCOSX wB97M-V def2-TZVPD def2/J DEFGRID3
* xyz 2 1
H 3.78 -1.10 4.90
H 4.64 -2.33 3.96
N 0.15 -2.41 -3.85
H 3.78 0.92 -1.25
H 3.49 1.02 0.73
O 1.90 0.66 -2.02
H -0.49 4.37 1.79
N 2.14 -0.57 0.49
C -2.32 -0.96 0.07
H -4.05 -0.12 -0.90
H 2.05 -1.41 1.06
H -3.91 -2.71 3.81
C 3.66 -1.86 4.13
H 4.19 0.38 3.06
C -1.38 -0.74 3.24
C -3.11 -2.06 4.15
C 3.81 -0.34 2.33
C -3.43 0.08 -0.02
H -3.36 3.27 -0.93
H -1.35 2.78 -3.77
H -0.51 -1.38 3.43
N -1.01 -0.54 0.72
N -2.41 -0.23 -3.80
H -1.90 0.88 2.07
H -0.19 -3.04 -4.55
C 2.86 0.39 1.37
H -2.66 -1.75 0.75
H 4.03 -1.20 -0.31
H -2.45 -2.69 4.76
H 0.80 -1.71 -4.16
C 3.18 0.12 -1.69
O -2.50 -1.60 2.96
C -0.06 -2.68 -2.53
C -1.09 0.15 2.04
O 3.10 -1.41 2.92
H -0.82 -4.22 -1.39
H -1.46 3.18 0.90
H -1.15 -4.33 -3.05
C -3.81 2.32 -0.65
H 3.67 -0.31 -2.57
H 2.49 1.45 -3.83
H -3.91 0.07 0.96
H 1.67 4.32 1.64
H 3.10 -2.73 4.46
H -4.57 2.45 0.12
H -1.70 -0.17 4.11
H -3.61 -1.33 4.80
H 1.04 2.12 -3.19
N -0.59 3.64 1.12
H -0.18 0.72 2.18
N -0.62 -3.90 -2.32
H 2.22 1.06 1.94
O -0.75 0.64 -2.49
H -2.13 -1.47 -0.87
H 2.51 3.28 0.50
H -0.73 -1.46 1.07
H 2.45 2.65 -2.36
N 1.68 3.55 1.00
C -1.51 0.74 -3.46
H -2.39 2.05 -4.84
C 2.04 1.79 -2.90
C 0.51 3.02 0.59
H -4.36 1.97 -1.53
N -1.71 1.90 -4.11
H -2.95 -0.26 -4.65
O -2.84 1.34 -0.33
H 4.68 -0.74 1.81
H -2.31 -1.08 -3.29
O 0.39 2.05 -0.17
O 0.35 -1.86 -1.69
C 3.01 -0.96 -0.62
Zn 0.29 0.17 -0.75
H 2.61 -1.86 -1.10
*
```

As for the frontier orbital gap: 10.19 eV. The HOMO energy comes out at -14.54 eV. The calculation puts the calculated total energy at -3340.4097 Ha.


Entry from OMol25: a 3-piece molecular cluster, C15H42O14P4S overall at a distorted geometry (wB97M-V/def2-TZVPD).

The geometry in ORCA input format:
```
! RIJCOSX wB97M-V def2-TZVPD def2/J DEFGRID3
* xyz 0 1
O 1.65 3.58 5.54
H -1.36 -0.91 1.63
H 1.83 3.78 -1.56
H 2.44 5.44 5.03
H 0.83 3.24 -4.03
H -2.77 -0.81 -1.44
H 1.72 0.05 6.65
C -2.67 1.88 3.19
H -3.38 2.32 -3.51
H -0.62 2.69 -0.03
H -4.86 1.34 -1.58
O 1.40 -5.40 -4.49
H 0.72 -3.00 -3.16
H -4.18 0.75 1.17
H 1.75 0.23 -3.50
C 1.93 1.35 -3.41
P 1.54 -5.82 -3.03
O -0.52 1.55 -4.07
H 3.96 -8.17 -4.25
H -3.76 1.66 3.40
C -0.61 -7.35 -3.18
H 0.74 1.18 5.70
H 1.91 1.57 -2.31
H 0.95 4.96 4.15
O -0.78 3.39 -2.08
C -0.29 3.50 -0.73
H -1.44 3.14 1.88
O 1.64 2.34 3.55
H -0.78 -8.40 -3.41
H 1.42 1.68 7.27
H 0.87 5.45 5.86
H -1.81 1.05 0.57
O -3.32 2.77 0.88
O 2.81 1.54 5.75
O 2.99 -6.68 -3.26
H 2.91 1.60 -3.88
C 1.60 1.10 6.37
O -2.71 -2.87 1.19
C -2.54 2.98 2.06
C -2.99 1.62 -2.70
C 1.47 4.93 5.11
H 4.49 0.08 2.80
H -4.11 2.94 -1.26
H 1.32 -3.42 -1.53
H 2.31 -7.84 -4.84
H -1.31 -7.04 -2.41
O 3.92 1.83 3.66
H 4.27 0.00 4.55
C 3.87 0.41 3.63
H 2.85 0.06 3.47
S -1.99 -1.67 0.66
P -1.16 1.82 -2.51
H -3.17 0.58 -3.11
O 0.20 -4.89 -2.48
H -2.10 0.94 3.00
C 0.49 -3.51 -2.23
C 2.94 -7.92 -3.95
H 1.53 4.43 0.18
C 0.79 2.13 -4.21
H -2.91 3.94 2.52
O -0.88 -2.17 -0.25
C -3.86 1.85 -1.41
P -3.18 1.17 0.21
O 0.72 -7.20 -2.71
H -4.15 -1.11 -0.29
H 1.07 2.00 -5.30
C -3.14 -0.64 -0.40
H 1.65 2.67 -0.14
C 1.28 3.64 -0.59
H -2.26 2.34 4.14
O -0.59 0.73 -1.62
H 2.57 -8.70 -3.28
H -0.73 4.46 -0.32
H -0.79 -6.77 -4.09
P 2.74 2.67 4.56
H -0.40 -3.05 -1.77
*
```

Its SMILES is CCO[PH2](CCP(=O)(OCC)OCC)C[SH](=O)=O.COP(=O)(OC)OC.COP(=O)(OC)OC. As for the frontier orbital gap: 6.18 eV. The HOMO energy comes out at -9.02 eV. The calculation puts the calculated total energy at -3413.4711 Ha.


Entry from OMol25: a 6-piece molecular cluster, C15H42O6 overall at a distorted geometry (wB97M-V/def2-TZVPD).

The geometry in ORCA input format:
```
! RIJCOSX wB97M-V def2-TZVPD def2/J DEFGRID3
* xyz 0 1
H -4.95 -0.83 1.72
H -3.65 5.83 0.27
H 6.58 2.20 3.38
H -4.47 1.21 -0.58
H -5.89 5.40 0.19
C -4.28 -0.40 0.98
H -2.50 -0.84 2.12
C 2.13 4.28 1.93
C -3.85 4.97 -0.37
H 4.95 4.23 6.82
H 1.46 1.16 5.83
C -2.81 3.90 -0.05
H -5.14 1.52 1.01
H -5.32 3.75 0.62
O -3.72 5.43 -1.73
H 6.98 1.50 4.95
H 1.66 4.72 2.81
H -5.89 0.31 -0.13
H 0.05 1.76 5.91
C -2.97 0.03 1.67
O 5.46 2.72 -0.33
H 0.05 2.69 2.80
C 5.31 0.94 1.29
C -4.97 0.74 0.27
H -5.80 4.11 -1.01
H -2.32 0.51 0.93
C 6.72 2.43 4.43
C 1.96 2.77 1.94
H 1.82 2.31 3.83
H 3.98 1.27 -0.36
H 6.35 2.72 -0.67
O -3.93 -1.43 0.02
H 3.18 4.56 1.93
C 5.82 3.72 6.41
H 6.68 4.38 6.33
H -1.84 4.17 -0.45
H 1.58 4.72 1.09
O 4.44 2.17 5.18
H 6.08 2.91 7.09
C 5.81 0.49 -1.14
H 5.16 3.92 4.42
H 2.46 2.36 1.06
H -0.02 2.95 1.06
C 5.05 1.36 -0.14
H 3.98 2.18 4.32
H 5.70 0.86 -2.15
C 0.48 2.38 1.84
H 0.36 1.31 1.71
C 5.52 3.10 5.05
H 6.87 0.42 -0.88
H 4.76 1.56 1.99
H -3.01 2.87 -0.34
H -3.21 0.75 2.45
H -4.12 4.73 -2.26
H 7.65 3.00 4.42
O 0.89 1.84 5.45
C -5.31 4.54 -0.14
H 6.39 1.09 1.45
H 5.11 -0.10 1.56
H -3.30 -1.02 -0.58
H -2.72 3.89 1.04
O 2.52 2.25 3.15
H 5.43 -0.54 -1.11
*
```

Its SMILES is CC(C)O.CC(C)O.CC(C)O.CC(C)O.CC(C)O.O. As for the frontier orbital gap: 10.08 eV. The HOMO energy comes out at -9.67 eV. The calculation puts the calculated total energy at -1048.1116 Ha.


Entry from OMol25: a 3-piece molecular cluster, C15H43N9O4P3 overall at a distorted geometry (wB97M-V/def2-TZVPD).

The geometry in ORCA input format:
```
! RIJCOSX wB97M-V def2-TZVPD def2/J DEFGRID3
* xyz 1 1
H -3.12 0.03 -0.55
C 3.53 0.74 -2.33
H 3.56 -0.17 -1.73
O 4.98 2.32 1.11
C -2.75 1.83 3.39
H -3.97 -0.12 3.54
C -6.63 -3.68 -0.47
H -6.59 -2.18 1.79
H -6.30 -4.12 -1.42
N 3.35 2.86 -0.52
C 2.60 3.08 0.71
C -3.36 -0.47 -1.49
O 1.18 -0.92 4.72
H 7.06 4.75 -1.83
N 1.62 1.76 4.55
N -3.75 -3.88 -1.19
H -1.53 -1.21 3.83
C 6.24 4.03 -1.95
H -5.30 -3.16 2.52
H 2.61 2.18 1.34
H 1.55 3.29 0.51
C 5.85 0.76 -2.59
H -2.44 -0.89 -1.89
H 3.49 4.90 -1.06
H -7.31 -4.43 -0.04
C -2.47 -3.71 -1.93
H -1.63 -3.55 -1.25
H 2.75 0.25 2.56
N -4.40 -1.48 -1.28
H -4.57 -2.37 -3.23
C -0.81 0.83 3.63
H 3.39 3.77 -2.44
N 4.73 1.59 -2.09
H -3.54 2.61 3.29
H 8.22 3.54 -0.47
H 3.46 0.46 -3.39
O -4.22 -1.54 1.09
H -0.87 2.99 3.37
C 7.48 2.74 -0.36
C -2.98 0.39 3.54
H -3.69 0.32 -2.17
H -2.79 -5.22 0.20
H 6.77 1.34 -2.69
H -5.32 -0.79 -3.04
H 6.05 -0.09 -1.93
C 3.06 3.97 -1.42
H -6.09 -2.17 -2.36
H -2.51 -2.89 -2.64
H 2.33 2.16 3.93
O 1.78 0.33 2.36
C -5.11 -1.73 -2.52
N -1.71 -0.22 3.70
H -3.41 -5.99 -1.28
N -1.34 2.09 3.45
H -6.79 -3.92 2.05
C -3.61 -5.22 -0.54
H 6.42 3.50 -2.89
P -4.06 -2.60 0.00
H -2.25 -4.60 -2.53
N -5.52 -3.42 0.43
P 1.01 0.48 3.83
H 2.59 1.25 -2.11
C -6.07 -3.15 1.76
H 5.65 0.38 -3.59
H 1.98 4.12 -1.51
H 3.01 3.91 1.29
N 6.14 3.17 -0.79
H -4.51 -5.53 -0.03
H 7.48 2.47 0.70
H 7.84 1.87 -0.92
H 0.56 -1.59 4.38
H -7.22 -2.78 -0.66
P 4.88 2.06 -0.39
H 5.36 4.66 -2.09
*
```

As for the frontier orbital gap: 6.07 eV. The HOMO energy comes out at -10.02 eV. The calculation puts the calculated total energy at -2414.7667 Ha.


Entry from OMol25: a 7-piece molecular cluster, C15H44O13 overall at a distorted geometry (wB97M-V/def2-TZVPD).

The geometry in ORCA input format:
```
! RIJCOSX wB97M-V def2-TZVPD def2/J DEFGRID3
* xyz 0 1
H 0.33 0.27 -0.79
O -0.93 1.49 -2.71
O 5.99 1.86 -5.91
H -5.86 7.01 1.11
H 5.61 1.58 1.95
C -2.02 -0.85 4.82
O 1.92 -0.59 -1.74
H -0.10 -1.00 -1.76
O 5.50 0.56 3.68
H -5.06 4.55 -1.47
H -7.50 -4.79 -4.43
H -6.16 5.94 -1.01
H 6.47 -1.21 -7.73
C 3.24 -5.35 3.28
H -2.28 -1.26 5.80
H -4.55 -1.34 -2.93
H -2.56 -1.35 2.70
C -5.01 5.11 0.62
H 5.46 3.70 2.66
O 4.36 3.42 4.31
H 1.85 -5.59 4.86
H -4.84 4.17 1.14
O -0.61 -0.75 4.69
C -6.25 -1.72 -3.88
H 4.03 1.54 2.63
C 5.08 1.62 2.90
H -2.40 -3.70 3.20
H 1.49 -4.59 2.93
H -5.92 -0.84 -4.44
H 7.19 -1.21 -5.62
O 7.07 -0.47 -7.58
C -2.68 -1.76 3.70
H -3.75 -1.84 3.85
H -5.40 6.13 2.60
C -5.76 6.03 1.58
O 2.39 -4.53 2.60
C -6.62 -3.02 -4.66
H -6.58 4.31 -0.63
H 3.56 -6.11 5.29
H -5.77 -3.33 -5.26
H 4.30 -5.15 3.12
H 4.74 0.07 4.00
H -2.50 0.13 4.79
H -7.09 -1.32 -3.33
O -1.97 -3.02 3.72
H 5.02 0.02 -5.92
C 5.44 2.97 3.47
H 5.79 0.45 -4.49
H 0.52 0.36 -3.82
H 8.15 0.24 -6.06
O -7.18 -4.13 -3.82
H -6.75 5.61 1.76
H 4.21 2.88 5.09
H 1.06 1.71 -2.80
H -1.08 2.12 -2.00
O -3.76 5.75 0.37
C 7.20 -0.27 -6.17
C 0.59 -0.15 -1.76
H 5.56 1.93 -6.77
H 2.81 -4.05 6.11
C 0.33 0.90 -2.90
H -3.42 5.95 1.24
H 6.42 2.86 3.93
O -5.15 -2.09 -3.05
C 2.92 -5.39 4.78
O 3.24 -4.11 5.25
H 2.96 -6.29 2.81
H 2.21 -1.02 -0.93
C 5.94 0.50 -5.57
H -7.40 -2.83 -5.39
H -0.32 -1.66 4.75
C -5.73 4.98 -0.72
*
```

Its SMILES is CC(C)O.OCCO.OCCO.OCCO.OCCO.OCCO.OCCO. As for the frontier orbital gap: 9.78 eV. The HOMO energy comes out at -9.66 eV. The calculation puts the calculated total energy at -1575.8120 Ha.